8 unconnected molecules or ions with the total composition C31H37N5O9 at a distorted geometry. Source: OMol25; level of theory: ωB97M-V/def2-TZVPD.

Calculated values
Molecular weight   623.663 g/mol
HOMO   -7.87 eV
ΔE to the lowest compared entry with this formula, charge and spin   61.3 kcal/mol
E   -2154.26424 Ha
2S+1   1
E_LUMO   -0.06 eV

The geometry in XYZ format:
```
82
Properties=species:S:1:pos:R:3:forces:R:3:lowdin_charge:R:1
O -4.793 -6.245 2.790 1.5 -1.9 1.6 0.0582
C -5.573 -5.627 1.920 -0.5 0.6 -0.7 -0.4028
C -5.206 -4.365 1.534 0.6 1.0 -0.1 -0.0232
C -5.972 -3.593 0.710 0.7 1.2 -0.2 -0.0262
C -7.170 -4.072 0.310 -2.5 -1.2 -1.3 -0.3254
O -8.055 -3.317 -0.457 0.9 0.7 0.3 0.0276
C -7.527 -5.366 0.646 0.3 -1.9 0.7 -0.0101
C -6.715 -6.219 1.448 -0.8 1.8 -0.9 0.0176
H -3.909 -6.315 2.420 0.2 0.0 0.2 0.1152
H -4.292 -3.909 1.885 0.2 -0.3 0.2 0.1229
H -5.610 -2.632 0.376 -0.1 0.2 0.1 0.1258
H -8.646 -3.835 -1.008 0.2 -0.4 0.3 0.0950
H -8.432 -5.813 0.263 -0.3 0.2 -0.1 0.1075
H -6.951 -7.239 1.716 -0.2 0.1 -0.1 0.1178
O 2.701 7.899 -1.832 -0.6 1.5 0.1 0.0379
C 3.384 6.777 -2.152 -0.2 0.3 1.1 -0.3895
C 4.281 6.253 -1.251 0.3 -0.9 -0.3 -0.0095
C 4.852 5.038 -1.584 0.4 0.1 0.3 -0.0251
C 4.606 4.414 -2.794 -2.9 2.4 0.4 -0.3835
O 5.125 3.253 -3.068 1.2 -3.0 -1.4 0.0689
C 3.565 4.899 -3.637 1.5 1.2 1.1 0.0289
C 2.987 6.151 -3.283 0.5 -2.2 -1.8 -0.0095
H 3.308 8.552 -1.476 -0.1 0.1 0.2 0.1052
H 4.456 6.738 -0.302 0.0 0.0 0.1 0.1204
H 5.458 4.482 -0.883 0.3 0.2 0.2 0.1136
H 5.927 3.034 -2.587 0.0 0.3 0.2 0.1167
H 3.437 4.358 -4.563 -0.5 0.2 -0.1 0.1066
H 2.268 6.667 -3.903 -0.1 -0.2 -0.1 0.1189
O -0.286 -2.074 4.387 0.5 -0.8 0.2 0.0474
C -0.849 -2.100 5.631 -1.5 1.2 -0.2 -0.3155
C -1.877 -1.184 5.976 1.5 -0.2 -1.4 -0.0327
C -2.402 -1.086 7.227 -0.5 -1.4 0.8 -0.0289
C -2.010 -2.037 8.202 -0.7 1.2 0.2 -0.2758
O -2.581 -2.010 9.495 1.0 -0.5 -1.2 0.0172
C -1.023 -2.943 7.851 -0.8 -0.2 1.3 -0.0311
C -0.505 -3.022 6.578 1.2 0.0 0.0 -0.0306
H -0.598 -1.357 3.829 -0.3 0.2 0.3 0.1020
H -2.166 -0.513 5.181 -0.3 0.3 0.0 0.1118
H -3.252 -0.433 7.358 0.1 0.3 0.4 0.1122
H -3.415 -1.536 9.453 0.0 0.1 -0.1 0.0877
H -0.651 -3.645 8.583 -0.2 0.0 0.2 0.1173
H 0.294 -3.736 6.445 0.0 -0.1 -0.4 0.1187
O 1.133 8.443 4.192 -0.5 1.7 0.5 0.0441
C 1.627 7.196 4.200 3.7 1.8 1.7 -0.3487
C 2.958 7.109 4.764 -1.3 -0.4 -1.1 0.0267
C 3.608 5.871 4.769 -0.6 3.4 0.8 -0.0355
C 2.919 4.861 4.224 0.1 -2.4 -1.7 -0.3493
O 3.570 3.667 4.098 -0.2 -1.3 -0.3 0.0336
C 1.687 4.968 3.574 1.4 -1.7 0.7 -0.0022
C 1.028 6.143 3.648 -2.0 -0.4 -0.8 -0.0545
H 0.456 8.655 3.545 0.0 -0.6 -0.1 0.1095
H 3.487 8.025 4.983 -0.2 0.1 0.4 0.1100
H 4.624 5.792 5.127 0.0 -0.2 0.1 0.1188
H 4.474 3.717 4.416 -0.1 0.2 0.1 0.0947
H 1.335 4.094 3.047 -0.2 0.0 0.1 0.1261
H 0.023 6.272 3.275 -0.1 -0.1 -0.3 0.1268
N -0.440 1.364 -2.231 0.6 5.4 -2.8 0.1722
C -0.757 0.479 -1.388 -1.2 0.2 5.0 -0.8283
N -0.517 -0.655 -1.917 0.1 -8.4 -0.8 0.1467
O -1.103 0.635 -0.210 0.1 0.2 -0.5 0.0124
H -0.342 0.998 -3.168 0.3 1.5 0.0 0.1224
H -0.434 2.305 -1.866 0.0 0.2 -1.1 0.1360
H -0.500 -0.943 -2.885 0.1 0.8 0.0 0.1175
H -0.761 -1.453 -1.348 0.0 0.1 0.1 0.1208
C 3.230 -0.231 -7.642 0.2 1.1 -1.7 -0.0633
C 2.377 -0.020 -8.859 0.0 -0.4 1.6 -0.2776
N 1.735 0.170 -9.789 0.0 0.0 -0.2 0.1135
H 3.765 -1.172 -7.773 -0.1 0.1 0.5 0.0772
H 2.801 -0.034 -6.660 -0.5 -0.6 -0.4 0.0772
H 3.930 0.596 -7.766 0.6 -0.2 0.2 0.0728
C 2.618 -6.644 -3.005 -1.4 -0.4 0.2 -0.0792
C 2.683 -8.113 -3.242 0.8 -1.2 -1.0 -0.2615
N 2.718 -9.249 -3.518 -0.1 2.5 0.8 0.1126
H 3.259 -6.231 -2.227 0.1 -0.5 -0.1 0.0778
H 1.582 -6.516 -2.689 -0.1 0.2 0.5 0.0726
H 2.617 -5.995 -3.881 0.7 -0.6 -0.3 0.0775
C -1.334 -4.640 -9.273 0.6 0.7 -0.5 -0.0787
C -1.146 -3.988 -7.948 -0.1 0.5 1.9 -0.2541
N -1.038 -3.440 -6.915 -0.2 -1.5 -2.8 0.1011
H -0.455 -5.158 -9.656 0.3 -0.1 0.6 0.0755
H -1.438 -3.838 -10.005 -0.3 0.2 0.1 0.0774
H -2.161 -5.332 -9.430 -0.2 0.3 0.8 0.0796
```
Positions in Å, forces in eV/Å.